[1]
{"formula": "CH4Cl2NOP", "method": "ωB97M-V/def2-TZVPD", "symbols": ["C", "N", "O", "P", "Cl", "Cl", "H", "H", "H", "H"], "positions_angstrom": [[1.468, 0.061, 0.074], [0.218, -0.438, -0.509], [-1.227, 0.040, 1.675], [-1.213, -0.019, 0.197], [-1.907, 1.765, -0.464], [-2.509, -1.264, -0.590], [1.055, 0.240, 1.114], [2.212, -0.676, 0.168], [1.876, 0.974, -0.207], [0.029, -0.682, -1.459]], "total_charge": 0, "spin_multiplicity": 3, "e_lumo_ev": [0.65, -5.48], "e_above_lowest_ev": 2.893, "gap_ev": [4.94, 4.82], "s2": 2.010}

***

[2]
{"formula": "CH4Cl2O", "method": "ωB97M-V/def2-TZVPD", "symbols": ["Cl", "C", "Cl", "H", "H", "O", "H", "H"], "positions_angstrom": [[1.617, 0.972, 0.774], [1.286, -0.266, -0.469], [1.448, -1.946, 0.134], [0.284, -0.119, -0.914], [2.038, -0.016, -1.242], [-2.313, 0.697, 0.262], [-2.429, 0.887, 1.221], [-1.931, -0.210, 0.234]], "smiles": "ClCCl.O", "total_charge": 0, "e_lumo_ev": 0.69, "e_above_lowest_ev": 0.132, "gap_ev": 11.78}

***

[3]
{"formula": "CH4Cl2P2", "method": "ωB97M-V/def2-TZVPD", "symbols": ["C", "P", "P", "Cl", "Cl", "H", "H", "H", "H"], "positions_angstrom": [[-1.831, 0.904, 0.311], [2.138, -1.613, -0.163], [-0.230, -0.079, 0.085], [-2.775, 0.265, 1.606], [-2.638, 0.739, -1.335], [1.859, -0.903, -1.240], [2.898, -0.596, 0.374], [0.216, 0.881, -0.836], [0.362, 0.401, 1.199]], "total_charge": 0, "e_lumo_ev": [-1.35, -1.71], "e_above_lowest_ev": 4.631, "gap_ev": [7.18, 7.13]}

***

[4]
{"formula": "CH4ClN3", "method": "ωB97M-V/def2-TZVPD", "symbols": ["H", "N", "C", "N", "N", "Cl", "H", "H", "H"], "positions_angstrom": [[1.165, -2.105, -0.406], [0.304, -1.759, -0.144], [0.274, -0.517, -0.060], [-0.903, 0.137, 0.131], [1.341, 0.412, -0.186], [3.076, 0.150, 0.106], [-1.804, -0.229, 0.274], [-0.809, 1.068, 0.549], [1.237, 1.370, -0.656]], "smiles": "[H]/N=C(/N)NCl", "total_charge": 0, "e_lumo_ev": 0.27, "e_above_lowest_ev": 0.447, "gap_ev": 9.51}

***

[5]
{"formula": "CH4ClN3", "method": "ωB97M-V/def2-TZVPD", "symbols": ["H", "N", "C", "N", "N", "Cl", "H", "H", "H"], "positions_angstrom": [[-0.528, -2.086, -0.128], [-0.619, -1.340, 0.605], [-0.047, -0.256, 0.256], [-0.034, 0.820, 1.222], [0.622, 0.130, -0.868], [0.433, -0.822, -2.297], [-0.859, 0.724, 1.665], [0.236, 1.757, 0.720], [0.797, 1.073, -1.174]], "smiles": "[H]/N=C(/N)NCl", "total_charge": 0, "e_lumo_ev": 0.37, "e_above_lowest_ev": 0.426, "gap_ev": 9.85}

***

[6]
{"formula": "CH4ClN3O", "method": "ωB97M-V/def2-TZVPD", "symbols": ["N", "N", "N", "C", "O", "Cl", "H", "H", "H", "H"], "positions_angstrom": [[1.107, 0.412, 0.984], [0.169, 0.141, 0.049], [0.694, -0.622, -1.319], [-1.154, -0.062, 0.157], [-1.940, -0.580, -0.566], [-1.739, 0.816, 1.591], [1.102, -0.344, 1.640], [1.109, 1.365, 1.200], [0.804, 0.137, -2.150], [-0.152, -1.264, -1.587]], "smiles": "NN(N)C(=O)Cl", "total_charge": 0, "e_lumo_ev": 0.57, "e_above_lowest_ev": 0.813, "gap_ev": 10.62}

***

[7]
{"formula": "CH4ClNOS2", "method": "ωB97M-V/def2-TZVPD", "symbols": ["N", "S", "O", "S", "C", "Cl", "H", "H", "H", "H"], "positions_angstrom": [[0.759, -0.246, 1.606], [1.161, 0.605, 0.167], [0.860, 1.995, 0.553], [2.837, 0.075, -0.561], [-0.420, -0.080, -0.775], [-1.747, 1.164, -0.507], [0.033, 0.272, 2.145], [1.614, -0.494, 2.074], [-0.260, -0.196, -1.738], [-0.637, -0.962, -0.258]], "smiles": "N[S@@](=O)(=S)CCl", "total_charge": 0, "e_lumo_ev": 0.46, "e_above_lowest_ev": 0.307, "gap_ev": 10.34}

***

[8]
{"formula": "CH4ClO3P", "method": "ωB97M-V/def2-TZVPD", "symbols": ["O", "P", "O", "Cl", "C", "O", "H", "H", "H", "H"], "positions_angstrom": [[2.413, -1.612, -0.381], [1.351, -1.620, -1.353], [1.493, -0.031, -2.041], [0.310, 0.394, -3.180], [-0.910, 0.810, 1.260], [-0.871, -0.413, 0.519], [-0.106, 1.185, 1.791], [-1.827, 0.943, 1.805], [-1.182, 1.471, 0.490], [-0.670, -1.126, 1.090]], "smiles": "O=POCl.CO", "total_charge": 0, "e_lumo_ev": -0.43, "e_above_lowest_ev": 1.660, "gap_ev": 10.33}